Entry 1:
{"formula": "C15H14NO5S", "method": "ωB97M-V/def2-TZVPD", "lumo_energy_ev": 2.45, "homo_energy_ev": -2.8, "spin_multiplicity": 1, "de_lowest_kcal_mol": 22.2, "homo_lumo_gap_ev": 5.213, "total_energy_ha": -1409.12901, "charge": -1, "elements": ["C", "O", "C", "C", "C", "C", "O", "C", "C", "H", "H", "H", "H", "H", "H", "H", "C", "C", "C", "C", "C", "S", "N", "C", "O", "O", "O", "C", "C", "H", "H", "H", "H", "H", "H", "H"], "coordinates": [[5.765, -0.874, -4.626], [4.713, -1.854, -4.425], [3.527, -1.460, -3.910], [2.520, -2.457, -3.760], [1.330, -2.152, -3.165], [1.125, -0.875, -2.514], [0.260, -0.708, -1.588], [2.046, 0.164, -2.909], [3.246, -0.130, -3.505], [6.575, -1.450, -5.078], [5.443, -0.073, -5.309], [6.096, -0.442, -3.670], [2.736, -3.465, -4.115], [0.548, -2.900, -3.058], [1.814, 1.182, -2.601], [3.994, 0.658, -3.649], [-5.814, 1.409, 4.158], [-4.400, 1.225, 3.684], [-3.993, 1.809, 2.481], [-2.685, 1.672, 2.026], [-1.773, 0.922, 2.769], [-0.076, 0.823, 2.210], [-0.152, -0.438, 0.954], [0.830, -0.972, 0.408], [1.847, -1.542, 0.200], [0.238, 2.044, 1.520], [0.723, 0.332, 3.298], [-2.157, 0.342, 3.983], [-3.470, 0.487, 4.425], [-5.975, 0.895, 5.109], [-6.046, 2.472, 4.296], [-6.532, 1.017, 3.427], [-4.712, 2.386, 1.898], [-2.369, 2.143, 1.098], [-1.434, -0.217, 4.572], [-3.788, 0.029, 5.364]]}

=====

Entry 2:
{"formula": "C15H15AsBO4S4Tc", "method": "ωB97M-V/def2-TZVPD", "lumo_energy_ev": [-8.93, -8.93], "homo_energy_ev": [-14.1, -14.1], "spin_multiplicity": 1, "de_lowest_kcal_mol": 52.4, "homo_lumo_gap_ev": [5.148, 5.150], "total_energy_ha": -4815.25647, "charge": 2, "elements": ["Tc", "C", "C", "C", "C", "C", "C", "C", "H", "H", "H", "H", "H", "H", "H", "H", "S", "As", "S", "S", "S", "O", "B", "O", "C", "C", "C", "C", "C", "C", "H", "H", "H", "H", "C", "C", "O", "O", "H", "H", "H"], "coordinates": [[-0.281, -1.157, 0.040], [-0.011, -4.611, -1.097], [0.764, -3.417, -0.662], [0.847, -3.062, 0.720], [1.587, -1.963, 1.157], [2.118, -1.084, 0.199], [2.068, -1.441, -1.169], [1.429, -2.609, -1.586], [-0.574, -5.055, -0.281], [0.689, -5.359, -1.479], [-0.682, -4.364, -1.919], [0.369, -3.692, 1.460], [1.676, -1.749, 2.213], [2.641, -0.187, 0.493], [2.492, -0.768, -1.899], [1.376, -2.845, -2.639], [-4.523, -0.465, 3.058], [-4.763, -1.457, 1.129], [-1.447, -0.960, 1.829], [-2.519, -2.408, 0.952], [-4.177, 0.644, 1.291], [1.036, 1.672, -0.189], [0.281, 0.864, 0.613], [-0.100, 1.459, 1.784], [0.447, 2.749, 1.715], [0.360, 3.768, 2.634], [1.013, 4.951, 2.289], [1.705, 5.083, 1.082], [1.779, 4.036, 0.163], [1.130, 2.878, 0.523], [-0.176, 3.657, 3.564], [0.982, 5.787, 2.973], [2.195, 6.018, 0.854], [2.307, 4.130, -0.773], [-2.055, 0.368, -3.258], [-1.324, -0.139, -2.077], [-0.129, -0.513, -2.098], [-1.864, -0.221, -0.922], [-2.160, -0.435, -3.989], [-1.469, 1.157, -3.728], [-3.035, 0.739, -2.972]]}

=====

Entry 3:
{"formula": "C15H15BiClI2O4RhS", "method": "ωB97M-V/def2-TZVPD", "lumo_energy_ev": [-15.35, -16.95], "homo_energy_ev": [-21.9, -21.7], "spin_multiplicity": 5, "homo_lumo_gap_ev": [6.581, 4.706], "total_energy_ha": -2658.65838, "charge": 4, "elements": ["I", "I", "Rh", "Bi", "S", "C", "C", "C", "C", "C", "C", "C", "C", "O", "O", "O", "O", "H", "H", "H", "H", "H", "H", "H", "H", "H", "Cl", "C", "C", "C", "C", "C", "C", "C", "H", "H", "H", "H", "H", "H"], "coordinates": [[0.163, 1.279, -2.881], [-1.904, -1.063, 2.951], [0.232, -1.876, 1.468], [1.007, 0.235, -0.322], [-1.319, -1.612, -0.364], [2.707, -1.291, -2.161], [3.518, 1.663, -0.304], [-1.210, -3.045, -1.486], [-2.451, -3.886, -1.195], [0.063, -3.833, -1.280], [-1.304, -2.449, -2.881], [1.280, -1.160, 2.823], [1.379, -3.344, 1.583], [4.593, 2.040, -0.201], [3.196, -2.074, -2.825], [1.963, -0.824, 3.699], [2.068, -4.255, 1.793], [-2.445, -4.763, -1.851], [-3.348, -3.305, -1.411], [-2.473, -4.229, -0.158], [0.131, -4.562, -2.094], [0.031, -4.374, -0.330], [0.951, -3.193, -1.315], [-1.384, -3.268, -3.600], [-0.430, -1.843, -3.131], [-2.201, -1.832, -2.960], [-1.459, 2.991, 3.564], [-0.745, 3.871, 2.280], [-0.731, 5.261, 2.339], [-0.126, 5.999, 1.313], [0.460, 5.335, 0.235], [0.429, 3.945, 0.172], [-0.167, 3.168, 1.180], [-0.173, 1.685, 1.115], [-1.183, 5.778, 3.182], [-0.108, 7.084, 1.354], [0.943, 5.881, -0.577], [0.854, 3.397, -0.678], [0.373, 1.220, 1.956], [-1.179, 1.248, 0.995]]}

=====

Entry 4:
{"formula": "C15H15Cl2N5O", "method": "ωB97M-V/def2-TZVPD", "lumo_energy_ev": 0.36, "smiles": "CCCc1cc(=O)n2[nH]c(NCc3ccc(Cl)cc3Cl)nc2n1", "homo_energy_ev": -8.3, "spin_multiplicity": 1, "de_lowest_kcal_mol": 0.0, "homo_lumo_gap_ev": 8.659, "total_energy_ha": -1850.03903, "elements": ["C", "C", "H", "H", "C", "C", "C", "C", "O", "N", "C", "N", "N", "C", "N", "H", "C", "C", "C", "C", "C", "C", "C", "Cl", "H", "Cl", "H", "H", "H", "H", "N", "H", "H", "H", "H", "H", "H", "H"], "coordinates": [[2.102, -7.632, -1.661], [0.975, -6.612, -1.541], [0.291, -6.733, -2.383], [0.419, -6.799, -0.621], [1.526, -5.191, -1.529], [0.515, -4.086, -1.434], [-0.836, -4.298, -1.319], [-1.773, -3.226, -1.228], [-2.988, -3.246, -1.126], [-1.096, -2.003, -1.271], [0.268, -1.847, -1.394], [1.079, -2.856, -1.473], [0.567, -0.528, -1.416], [-0.575, 0.109, -1.304], [-0.715, 1.445, -1.333], [-1.616, 1.833, -1.105], [0.440, 2.308, -1.168], [0.344, 3.147, 0.079], [0.261, 4.532, -0.007], [0.159, 5.327, 1.119], [0.131, 4.727, 2.368], [0.209, 3.349, 2.491], [0.315, 2.570, 1.349], [0.423, 0.854, 1.532], [0.190, 2.883, 3.463], [0.000, 5.696, 3.786], [0.101, 6.400, 1.031], [0.284, 4.997, -0.981], [0.524, 2.961, -2.042], [1.311, 1.647, -1.133], [-1.631, -0.742, -1.200], [-2.629, -0.615, -1.160], [-1.251, -5.291, -1.293], [2.113, -5.013, -2.434], [2.217, -5.070, -0.690], [1.703, -8.643, -1.667], [2.661, -7.477, -2.581], [2.791, -7.540, -0.824]]}